1.
Molecular formula: C3H2Li2O3Pd
Method: DFT, ωB97M-V/def2-TZVPD

Values from the calculation:
- M (g mol⁻¹) = 206.35
- orbital gap (alpha / beta) (eV) = 4.4 / 4.4
- ⟨S²⟩ = 3.7645
- LUMO energy (alpha / beta) (Eh) = -0.1533 / -0.2514
- energy (Ha) = -483.6408

```
! wB97M-V def2-TZVPD RIJCOSX def2/J DEFGRID3
* xyz 1 4
C -1.45 0.34 0.47
C -0.17 0.32 -0.27
O -2.48 0.30 -0.28
H -0.25 0.96 -1.16
H 0.03 -0.70 -0.64
Pd -2.68 -0.44 -1.75
Li -2.70 0.00 1.30
O 0.99 0.68 0.57
C 1.98 -0.23 0.58
O 3.09 0.23 0.90
Li 3.62 -1.46 0.28
*
```

natural (NBO) atomic charge list, values in e, 5 entries: number 1, C, carries -0.376; number 2, C, carries -0.190; number 3, O, carries -0.746; number 4, H, carries 0.204; number 5, H, carries 0.156

=====

2.
Molecular formula: C2H16O8Sr
Method: DFT, ωB97M-V/def2-TZVPD

Values from the calculation:
- M (g mol⁻¹) = 255.76
- orbital gap (eV) = 3.8
- LUMO energy (Eh) = -0.0440
- energy (Ha) = -718.3639

```
! wB97M-V def2-TZVPD RIJCOSX def2/J DEFGRID3
* xyz 0 1
Sr -12.02 -11.48 5.57
O -13.75 -9.68 5.13
C -14.19 -9.85 3.80
C -14.18 -11.33 3.54
O -14.30 -12.09 4.66
H -13.61 -9.32 3.03
H -15.18 -9.54 3.94
H -13.22 -11.50 2.99
H -15.02 -11.54 2.80
O -10.95 -9.70 3.82
H -10.44 -8.96 3.94
H -11.12 -9.72 2.88
O -11.28 -13.09 3.57
H -10.60 -12.58 3.15
H -11.09 -14.00 3.51
O -9.29 -11.85 5.92
H -9.07 -12.43 6.66
H -8.93 -11.01 6.19
O -11.20 -11.59 8.35
H -10.76 -12.36 8.10
H -10.85 -11.40 9.20
O -11.71 -13.75 6.67
H -10.97 -14.32 6.38
H -12.24 -14.39 7.13
O -13.96 -11.09 7.75
H -13.72 -11.66 8.43
H -13.74 -10.20 8.05
*
```

Löwdin atomic charge list, values in e, 5 entries: number 1, Sr, carries 1.532; number 2, O, carries -0.489; number 3, C, carries -0.437; number 4, C, carries -0.534; number 5, O, carries -0.428

=====

3.
Molecular formula: C9H19N2O
Method: DFT, ωB97M-V/def2-TZVPD

Values from the calculation:
- M (g mol⁻¹) = 171.26
- orbital gap (eV) = 5.9
- LUMO energy (Eh) = -0.2452
- SMILES = C[C@@H]1[N+](=O)C(C)(C)N(C)C1(C)C
- energy (Ha) = -538.6771

```
! wB97M-V def2-TZVPD RIJCOSX def2/J DEFGRID3
* xyz 1 1
C 0.79 2.78 0.45
C 0.29 1.45 -0.17
N -1.09 1.08 0.18
O -1.92 1.83 0.66
C -1.37 -0.29 -0.20
C -2.27 -0.50 -1.39
C -1.93 -0.95 1.06
N -0.02 -0.81 -0.39
C 0.17 -2.17 -0.22
C 1.00 0.14 -0.03
C 1.57 -0.17 1.35
C 2.13 0.07 -1.11
H 0.10 3.25 1.14
H 0.97 3.48 -0.44
H 1.71 2.68 0.98
H 0.26 1.57 -1.26
H -2.90 0.43 -1.62
H -2.72 -1.47 -1.40
H -1.67 -0.57 -2.27
H -1.16 -0.78 1.92
H -2.32 -2.08 1.03
H -2.96 -0.51 1.33
H 1.21 -2.33 -0.59
H 0.10 -2.59 0.84
H -0.56 -2.73 -0.83
H 1.30 0.55 2.06
H 2.70 -0.27 1.34
H 1.25 -1.21 1.64
H 1.74 -0.25 -2.02
H 2.98 -0.64 -0.76
H 2.61 1.01 -1.29
*
```

natural (NBO) atomic charge list, values in e, 5 entries: number 1, C, carries -0.643; number 2, C, carries -0.102; number 3, N, carries 0.373; number 4, O, carries -0.091; number 5, C, carries 0.212

=====

4.
Molecular formula: C22H23N3O4
Method: DFT, ωB97M-V/def2-TZVPD

Values from the calculation:
- M (g mol⁻¹) = 393.44
- orbital gap (eV) = 8.4
- LUMO energy (Eh) = 0.0230
- SMILES = CCOc1ccc(OCCN2C(=O)N[C@H](Cc3c[nH]c4ccccc34)C2=O)cc1
- energy (Ha) = -1317.4299

```
! wB97M-V def2-TZVPD RIJCOSX def2/J DEFGRID3
* xyz 0 1
C 5.53 -4.79 -5.09
C 4.90 -3.99 -3.96
O 3.50 -4.06 -4.12
C 2.71 -3.39 -3.23
C 3.16 -2.65 -2.14
C 2.26 -2.01 -1.30
C 0.90 -2.10 -1.53
O -0.07 -1.50 -0.76
C 0.33 -0.71 0.33
C -0.94 -0.09 0.92
N -0.66 0.66 2.11
C -1.26 0.37 3.35
O -2.04 -0.52 3.54
N -0.73 1.24 4.25
C -0.04 2.32 3.60
C -0.91 3.60 3.51
C -2.26 3.25 2.95
C -3.35 2.84 3.66
N -4.36 2.49 2.82
C -3.93 2.65 1.53
C -4.59 2.42 0.33
C -3.90 2.67 -0.84
C -2.59 3.17 -0.81
C -1.94 3.41 0.38
C -2.61 3.14 1.57
C 0.15 1.76 2.19
O 0.85 2.21 1.31
C 0.44 -2.84 -2.61
C 1.33 -3.48 -3.45
H 5.23 -4.37 -6.05
H 6.61 -4.77 -5.01
H 5.19 -5.82 -5.05
H 5.19 -4.42 -2.99
H 5.24 -2.95 -4.00
H 4.21 -2.56 -1.93
H 2.66 -1.45 -0.47
H 0.83 -1.33 1.09
H 1.01 0.09 0.01
H -1.65 -0.88 1.19
H -1.39 0.57 0.17
H -1.16 1.35 5.15
H 0.92 2.54 4.07
H -0.40 4.32 2.87
H -1.01 4.02 4.51
H -3.48 2.78 4.73
H -5.25 2.13 3.09
H -5.60 2.04 0.31
H -4.37 2.49 -1.79
H -2.08 3.36 -1.74
H -0.92 3.79 0.38
H -0.62 -2.91 -2.78
H 0.98 -4.06 -4.29
*
```

natural (NBO) atomic charge list, values in e, 5 entries: number 1, C, carries -0.617; number 2, C, carries -0.061; number 3, O, carries -0.502; number 4, C, carries 0.284; number 5, C, carries -0.306

=====

5.
Molecular formula: C28H61BrIN3O10PS
Method: DFT, ωB97M-V/def2-TZVPD

Values from the calculation:
- M (g mol⁻¹) = 869.66
- orbital gap (eV) = 8.5
- LUMO energy (Eh) = -0.1352
- energy (Ha) = -5631.1957

```
! wB97M-V def2-TZVPD RIJCOSX def2/J DEFGRID3
* xyz 1 1
C 3.27 3.62 -2.24
C 2.86 2.20 -2.61
C 1.69 1.71 -1.73
C 1.86 0.22 -1.38
C 0.83 -0.53 -0.50
C 0.89 -2.02 -0.99
C 2.30 -2.62 -1.08
C 2.35 -4.13 -0.87
S 2.12 -5.09 -2.35
O 2.14 -6.46 -1.96
O 2.98 -4.60 -3.37
O 0.64 -4.70 -2.81
C 1.16 -0.54 1.01
C 1.48 0.82 1.70
C 0.49 1.31 2.76
N 0.12 -1.28 1.79
C -1.18 -1.25 1.34
N -2.12 -1.57 2.20
C -1.75 -1.91 3.58
C -1.19 -3.33 3.72
O -0.03 -3.59 3.81
Br -2.54 -4.69 3.71
C -3.55 -1.63 1.84
I -3.98 -3.20 0.43
C -4.15 -0.29 1.39
C -5.65 -0.20 1.74
N -1.55 -0.96 0.06
C -0.63 -0.06 -0.69
C -0.99 1.37 -0.26
C -1.84 2.15 -1.30
C -3.07 2.85 -0.70
P -3.35 4.55 -1.24
O -4.71 4.99 -0.93
O -2.19 5.43 -0.59
C -2.21 5.64 0.84
C -1.25 6.77 1.17
O -2.94 4.53 -2.77
C -2.04 5.49 -3.39
C -0.59 5.10 -3.24
H 2.40 4.26 -2.08
H 3.88 4.08 -3.02
H 3.85 3.62 -1.31
H 3.71 1.54 -2.44
H 2.58 2.15 -3.67
H 0.77 1.82 -2.31
H 1.65 2.35 -0.85
H 1.88 -0.29 -2.34
H 2.85 0.09 -0.93
H 0.44 -2.03 -1.99
H 0.28 -2.66 -0.34
H 2.68 -2.44 -2.09
H 3.00 -2.14 -0.40
H 3.32 -4.48 -0.51
H 1.58 -4.49 -0.17
H 0.04 -4.64 -2.05
H 2.06 -1.13 1.13
H 1.64 1.59 0.96
H 2.44 0.70 2.21
H 0.58 0.71 3.67
H -0.54 1.31 2.43
H 0.76 2.33 3.05
H 0.39 -2.26 1.87
H -2.63 -1.83 4.21
H -0.99 -1.20 3.93
H -4.07 -1.97 2.73
H -4.03 -0.18 0.32
H -3.59 0.51 1.88
H -6.02 -1.13 2.18
H -6.25 0.00 0.86
H -5.83 0.59 2.47
H -1.82 -1.80 -0.45
H -0.90 -0.19 -1.74
H -0.11 1.95 -0.04
H -1.58 1.32 0.66
H -2.15 1.50 -2.11
H -1.20 2.91 -1.75
H -2.99 2.90 0.39
H -4.00 2.32 -0.94
H -1.91 4.72 1.35
H -3.23 5.88 1.15
H -1.72 7.74 1.06
H -0.91 6.67 2.20
H -0.38 6.72 0.51
H -2.32 5.47 -4.45
H -2.25 6.48 -3.00
H -0.30 5.06 -2.19
H 0.04 5.84 -3.73
H -0.41 4.13 -3.71
C 6.55 2.74 0.58
O 5.97 3.96 0.13
H 5.76 1.99 0.59
H 7.34 2.39 -0.10
H 6.97 2.83 1.58
H 6.66 4.63 0.11
C 5.07 -6.88 0.54
O 3.73 -6.50 0.83
H 5.70 -6.47 1.34
H 5.19 -7.96 0.52
H 5.41 -6.47 -0.42
H 3.17 -6.86 0.13
C -3.62 -8.01 1.30
O -4.25 -6.77 0.97
H -4.37 -8.79 1.17
H -2.78 -8.22 0.63
H -3.27 -8.02 2.33
H -3.61 -6.06 1.07
*
```

Löwdin atomic charge list, values in e, 5 entries: number 1, C, carries -0.093; number 2, C, carries -0.234; number 3, C, carries -0.200; number 4, C, carries -0.113; number 5, C, carries -0.331

=====

6.
Molecular formula: C3HO2Rb
Method: DFT, ωB97M-V/def2-TZVPD

Values from the calculation:
- M (g mol⁻¹) = 154.51
- orbital gap (alpha / beta) (eV) = 6.4 / 6.4
- LUMO energy (alpha / beta) (Eh) = -0.0421 / -0.0421
- energy (Ha) = -289.2103

```
! wB97M-V def2-TZVPD RIJCOSX def2/J DEFGRID3
* xyz 0 1
C -1.10 1.31 0.20
H -2.37 0.72 -0.67
C -1.60 0.16 0.17
O -0.29 -1.69 0.14
C 1.18 -1.78 0.08
Rb 2.09 2.35 0.05
O 2.09 -1.07 0.04
*
```

natural (NBO) atomic charge list, values in e, 5 entries: number 1, C, carries -0.442; number 2, H, carries 0.266; number 3, C, carries -0.540; number 4, O, carries -0.529; number 5, C, carries 0.861

=====

Relative energy (zero: lowest compared OMol25 entry of this formula, charge and spin) values, unit kJ/mol, following the record order: 372.9; 118.3; 452.0; 141.0; 0.0; 370.9.